{
  "formula": "C54H100N4O26",
  "method": "ωB97M-V/def2-TZVPD",
  "e_homo_ha": -0.2910,
  "gap_ev": 7.9749,
  "smiles": "CC1(C)CCCC(C)(C)N1O.CC1(C)CCCC(C)(C)N1O.CC1(C)CCCC(C)(C)N1O.COCCNCCOC.O=C1OCCO1.O=C1OCCO1.O=C1OCCO1.O=C1OCCO1.O=C1OCCO1.O=C1OCCO1.O=C1OCCO1",
  "mol_weight_g_mol": 1221.4,
  "elements": ["C", "C", "C", "C", "C", "C", "C", "C", "C", "N", "O", "H", "H", "H", "H", "H", "H", "H", "H", "H", "H", "H", "H", "H", "H", "H", "H", "H", "H", "H", "C", "C", "C", "C", "C", "C", "C", "C", "C", "N", "O", "H", "H", "H", "H", "H", "H", "H", "H", "H", "H", "H", "H", "H", "H", "H", "H", "H", "H", "H", "C", "C", "C", "C", "C", "C", "C", "C", "C", "N", "O", "H", "H", "H", "H", "H", "H", "H", "H", "H", "H", "H", "H", "H", "H", "H", "H", "H", "H", "H", "C", "O", "C", "C", "N", "C", "C", "O", "C", "H", "H", "H", "H", "H", "H", "H", "H", "H", "H", "H", "H", "H", "H", "H", "O", "C", "O", "C", "C", "O", "H", "H", "H", "H", "O", "C", "O", "C", "C", "O", "H", "H", "H", "H", "O", "C", "O", "C", "C", "O", "H", "H", "H", "H", "O", "C", "O", "C", "C", "O", "H", "H", "H", "H", "O", "C", "O", "C", "C", "O", "H", "H", "H", "H", "O", "C", "O", "C", "C", "O", "H", "H", "H", "H", "O", "C", "O", "C", "C", "O", "H", "H", "H", "H"],
  "xyz": [[13.6514, -7.8052, -15.0814], [14.4036, -8.7400, -14.1477], [15.6068, -9.2166, -14.9167], [14.7727, -7.8850, -12.9205], [15.3023, -8.6796, -11.6515], [14.3358, -9.8125, -11.3478], [14.0278, -10.7881, -12.6038], [15.3524, -11.6372, -12.7966], [12.7802, -11.6195, -12.1461], [13.6273, -9.8725, -13.7678], [13.0342, -10.4982, -14.8389], [13.3621, -8.1568, -16.0717], [12.6900, -7.6194, -14.6024], [14.1945, -6.8723, -15.2323], [15.5113, -10.1932, -15.3913], [15.8413, -8.7402, -15.8686], [16.5539, -9.0450, -14.4053], [15.6406, -7.2464, -13.0851], [13.9298, -7.2403, -12.6715], [16.3137, -9.0839, -11.6922], [15.3434, -8.1322, -10.7098], [13.3761, -9.4310, -10.9993], [14.5305, -10.1515, -10.3303], [15.5051, -12.2770, -11.9274], [16.1664, -11.0022, -13.1464], [15.0428, -12.3946, -13.5167], [12.4352, -12.3688, -12.8586], [11.8863, -11.0042, -12.0438], [13.0166, -12.0604, -11.1777], [12.1192, -10.2237, -14.9339], [18.8643, -17.8755, -13.7878], [18.3810, -19.3016, -13.7970], [17.4479, -19.7246, -14.9248], [19.7888, -20.0578, -13.9384], [19.6744, -21.5246, -13.5540], [19.4049, -21.5157, -12.0415], [18.0904, -20.8183, -11.6876], [17.0217, -21.7842, -12.1222], [18.0583, -20.6472, -10.1313], [17.9651, -19.5124, -12.4396], [17.0530, -18.6071, -11.9079], [19.3726, -17.6053, -12.8622], [19.5939, -17.6090, -14.5525], [18.0392, -17.1812, -13.9467], [16.5546, -19.1006, -14.9541], [17.9676, -19.7076, -15.8828], [17.3436, -20.8096, -14.9252], [20.1928, -19.9645, -14.9465], [20.5508, -19.6039, -13.3049], [19.1076, -22.1925, -14.2026], [20.6304, -22.0345, -13.6729], [20.2878, -21.0530, -11.6004], [19.3291, -22.5536, -11.7173], [16.8372, -22.6536, -11.4912], [16.9986, -22.0583, -13.1769], [16.0118, -21.3815, -12.0454], [17.0167, -20.5680, -9.8201], [18.4931, -19.6660, -9.9408], [18.5104, -21.4736, -9.5828], [16.3648, -18.6806, -12.5732], [10.1133, -20.9079, -15.6009], [10.4497, -20.6361, -14.1237], [9.2679, -20.0366, -13.4041], [10.6816, -21.9901, -13.4050], [11.4519, -21.7920, -12.0262], [12.7337, -20.9884, -12.2724], [12.5302, -19.6277, -12.9810], [12.1112, -18.5900, -11.8736], [13.9838, -19.2320, -13.5489], [11.5841, -19.7208, -14.1390], [11.3335, -18.5022, -14.7442], [10.1703, -20.0688, -16.2942], [10.7700, -21.6659, -16.0277], [9.1143, -21.3405, -15.6565], [8.9731, -19.0849, -13.8462], [8.4882, -20.7910, -13.5090], [9.3227, -19.9524, -12.3188], [9.8428, -22.4100, -12.8498], [11.1329, -22.8292, -13.9345], [10.9016, -21.2055, -11.2904], [11.6409, -22.7267, -11.4982], [13.0876, -21.5143, -13.1592], [13.5755, -21.1074, -11.5903], [12.0102, -17.6035, -12.3261], [12.9238, -18.4825, -11.1552], [11.2914, -18.5909, -11.1553], [14.1435, -18.2154, -13.9084], [14.2476, -19.7866, -14.4494], [14.6943, -19.5385, -12.7813], [11.9064, -18.5121, -15.5144], [8.5932, -18.0050, -9.8514], [9.5401, -16.9292, -9.6487], [9.7012, -16.4091, -8.3194], [10.7521, -15.4069, -8.0717], [12.0824, -15.9442, -8.2203], [13.1144, -14.9898, -8.3467], [13.3943, -14.6184, -9.7520], [13.5626, -15.8264, -10.4573], [14.6522, -16.7000, -10.1950], [8.8840, -18.8805, -9.2709], [8.5271, -18.3175, -10.8936], [7.5941, -17.6900, -9.5504], [10.0392, -17.2781, -7.7548], [8.7511, -16.1642, -7.8444], [10.6408, -15.0087, -7.0632], [10.6204, -14.6843, -8.8770], [12.2734, -16.5973, -8.9667], [14.0032, -15.2797, -7.7861], [12.7863, -14.1259, -7.7686], [14.1144, -13.8006, -9.7805], [12.4162, -14.2105, -10.0070], [14.9716, -17.0216, -11.1862], [14.3951, -17.5236, -9.5289], [15.4298, -16.1472, -9.6679], [7.0150, -12.2081, -12.6326], [7.7963, -13.1683, -12.4765], [9.1816, -12.9653, -12.2022], [9.7664, -14.1930, -11.8026], [8.7091, -15.2165, -12.2577], [7.5084, -14.4596, -12.3208], [10.7296, -14.3632, -12.2835], [10.0180, -14.1164, -10.7448], [8.5221, -16.0991, -11.6460], [8.9898, -15.6558, -13.2149], [4.7521, -15.9756, -8.5654], [5.3778, -15.5448, -7.6349], [5.3953, -14.3251, -6.9944], [5.7805, -14.4921, -5.6284], [6.1742, -15.9736, -5.5895], [6.1375, -16.4043, -6.9149], [6.6656, -13.8632, -5.5331], [4.9772, -14.2050, -4.9499], [5.6797, -16.6430, -4.8857], [7.2174, -16.0796, -5.2916], [13.2015, -16.9176, -1.9518], [12.7253, -16.4363, -2.9381], [12.4577, -17.2831, -3.9726], [11.9043, -16.5032, -5.0757], [11.3091, -15.3357, -4.2349], [12.2795, -15.2208, -3.2296], [12.7929, -16.2502, -5.6540], [11.1638, -17.0956, -5.6131], [10.3832, -15.5298, -3.6935], [11.0187, -14.4748, -4.8370], [15.1950, -16.3266, -4.7940], [16.1058, -15.9659, -5.4800], [17.2325, -16.6884, -5.8327], [17.8938, -16.0018, -6.9220], [17.2558, -14.6210, -6.8188], [16.0890, -14.7529, -6.1389], [18.9670, -15.9409, -6.7412], [17.7388, -16.5739, -7.8368], [16.8852, -14.1023, -7.7030], [17.9818, -14.1050, -6.1904], [10.9736, -8.6904, -9.7272], [11.4010, -9.4630, -8.9493], [11.7308, -10.7947, -9.1474], [12.1912, -11.3098, -7.9694], [11.6958, -10.2381, -6.9335], [11.5350, -9.1118, -7.6746], [11.6589, -12.2419, -7.7798], [13.2532, -11.5123, -8.1089], [12.4441, -10.0265, -6.1697], [10.6817, -10.3129, -6.5408], [9.0295, -13.0051, -6.1298], [8.5466, -12.4072, -7.0341], [7.2448, -12.5199, -7.2760], [7.0267, -12.2086, -8.6290], [8.2794, -11.4338, -8.9718], [9.1797, -11.7126, -8.0002], [6.9091, -12.9339, -9.4341], [6.1574, -11.5684, -8.7798], [7.9665, -10.3929, -8.8894], [8.6279, -11.7023, -9.9690], [11.1174, -19.5117, -5.6412], [11.4088, -20.2700, -6.5151], [12.2388, -21.2033, -6.2816], [12.4556, -21.9489, -7.5094], [11.5204, -21.2216, -8.5669], [11.0782, -20.1823, -7.7484], [13.4884, -22.0695, -7.8361], [11.9690, -22.9102, -7.3444], [10.6671, -21.7360, -9.0090], [12.2084, -20.8568, -9.3296]],
  "atomic_forces_ev_per_a": [[-1.50, 0.24, 0.15], [1.30, 0.43, -1.00], [2.12, 0.05, -1.59], [1.59, -0.57, 1.69], [-1.58, -0.61, -0.24], [-1.38, 0.33, -0.65], [0.38, 1.14, 1.51], [-2.61, -0.31, -0.73], [0.57, 0.34, -0.81], [-1.47, -0.19, 3.50], [0.73, -1.41, -1.11], [0.53, -0.56, 0.02], [-0.14, 0.56, 0.13], [0.02, -0.03, 0.23], [-0.08, -0.61, 1.06], [-0.50, 1.19, -0.03], [0.07, -0.74, 0.40], [-0.26, 0.36, -0.97], [-0.05, -0.21, 0.28], [0.15, 0.05, -0.85], [-0.16, 0.89, -0.33], [-0.54, 0.85, -1.01], [1.05, -1.75, -0.33], [0.48, 0.62, 0.42], [0.06, -0.48, 0.32], [0.59, 0.08, -0.75], [0.57, -0.35, -0.10], [0.29, 0.47, 0.27], [-0.12, -0.17, -0.12], [-0.15, 0.34, 0.57], [-0.37, 1.95, -0.96], [3.41, -0.41, 0.44], [0.91, -0.26, -0.26], [-1.09, -0.86, -0.66], [1.32, -0.06, 0.56], [-0.17, -0.41, -1.16], [0.04, -0.15, -0.14], [-2.48, -0.30, -0.13], [-0.90, 1.04, -1.33], [1.72, -2.37, 2.06], [-0.46, -0.13, -0.55], [-0.35, -0.30, 0.16], [-0.09, -0.44, -0.47], [-0.09, 0.25, 0.20], [-0.24, -0.49, -0.14], [0.11, 1.06, -0.18], [-1.03, 0.02, 0.72], [-0.39, 0.22, -0.28], [-0.31, 0.18, 0.26], [-1.00, 0.48, 0.21], [0.55, 0.32, 0.04], [-0.15, 0.10, 0.33], [0.04, 0.05, 0.42], [0.92, -0.41, 0.01], [0.73, -0.29, 0.06], [-0.16, 0.92, 0.20], [-0.08, -0.01, 0.14], [0.38, -0.24, 0.43], [0.24, 0.15, -0.27], [-0.94, 0.46, 0.31], [-0.39, -0.74, -0.14], [-0.44, -0.02, -0.27], [-1.33, -0.15, -0.02], [1.32, 0.05, 3.11], [0.88, 1.50, -0.13], [-0.21, -1.54, -3.13], [-0.12, 1.36, 1.19], [0.94, 1.27, -0.36], [-1.12, -0.46, 0.10], [2.59, -2.32, 1.43], [-0.39, 0.53, 0.34], [-0.17, 0.28, 0.48], [0.27, -0.05, 0.22], [-0.15, 0.10, -0.12], [-0.13, -0.03, 0.09], [-0.56, 0.39, -0.32], [0.72, 0.27, -0.03], [-1.22, 0.17, -1.42], [0.25, 0.45, -0.41], [-0.81, 0.01, -0.26], [0.17, -0.27, -0.41], [0.78, -0.67, -0.09], [-0.35, 0.76, 0.47], [0.11, 0.14, -0.14], [0.55, -0.07, -0.27], [-0.81, -1.21, -0.61], [-0.36, 0.42, 0.73], [-0.40, -0.66, 0.10], [0.13, 0.36, 0.04], [0.03, 0.09, -0.21], [0.33, 0.70, 1.08], [0.12, 0.68, -1.07], [-0.95, -3.31, 1.01], [0.63, 0.15, -2.08], [0.41, -1.53, 0.49], [0.60, 1.25, 2.51], [-1.13, -0.39, 0.96], [-0.16, 0.33, -1.29], [0.11, 1.21, 0.14], [0.04, -0.07, 0.21], [0.48, 0.47, -0.12], [-0.13, 0.02, 0.17], [-0.06, -0.38, 0.52], [-0.32, 0.49, -0.37], [-0.19, 0.29, -0.19], [-0.29, 1.15, 0.34], [-1.16, -0.35, -0.14], [0.36, -0.42, -0.12], [0.12, 0.48, -0.09], [0.67, -0.35, -0.70], [0.14, 0.12, -1.16], [0.31, -0.32, 0.37], [-0.30, -0.24, -0.15], [0.44, -0.02, -0.24], [2.74, -3.81, 0.26], [-0.42, 3.67, 1.05], [-1.97, 0.22, -0.95], [0.12, -0.57, 0.02], [0.78, -0.89, 0.47], [-0.45, 0.54, -0.76], [-0.14, 0.16, -0.38], [-0.56, -0.34, 0.22], [0.18, 0.55, 0.50], [-0.24, 0.51, -0.45], [0.71, 1.98, 0.18], [-0.84, -1.17, 0.72], [-1.49, -0.86, -1.56], [0.74, -0.27, -0.43], [1.99, 0.04, 1.43], [-0.37, -0.39, -0.39], [-0.26, -0.01, 0.54], [0.01, -0.02, -0.21], [-0.85, 0.14, -0.40], [0.17, 0.26, 0.18], [0.14, 1.71, 0.26], [-0.10, -3.24, -0.60], [-0.53, 0.47, -0.60], [-0.21, -0.12, 1.86], [-0.67, -0.98, -1.49], [0.81, 1.93, 1.15], [-0.52, 0.45, -0.41], [0.31, 0.00, 0.05], [-0.28, -0.84, -0.30], [1.10, 0.64, 0.29], [1.37, 0.08, -0.46], [-1.00, -0.25, -0.17], [-0.82, 0.90, 0.22], [-0.37, -0.48, -0.12], [1.66, 0.77, -1.04], [-1.65, -1.97, 2.21], [-0.14, -0.16, 0.16], [-0.25, 0.10, -0.06], [1.34, 0.05, -0.48], [-0.16, 1.00, -0.34], [-0.08, -0.02, -1.70], [-0.46, -0.13, -0.14], [-1.10, 2.40, -1.89], [-0.81, -0.83, 2.00], [1.10, -1.38, 1.55], [0.84, 1.68, -1.43], [0.19, -0.14, 0.07], [0.24, 0.27, 0.77], [-0.23, -0.30, 0.26], [0.34, -1.55, 0.64], [1.19, 0.42, 0.84], [0.08, -1.23, -0.11], [-0.77, -0.29, -0.59], [-0.57, 1.36, -1.81], [-2.23, 1.84, -2.25], [1.70, -1.12, 2.31], [-0.11, -1.48, 1.10], [-0.08, -0.05, 0.58], [0.70, 0.38, -0.48], [0.33, 0.36, 0.13], [-1.20, 0.77, 0.01], [-0.08, 2.72, 2.91], [3.08, -3.84, -1.04], [-2.15, -1.27, -0.34], [2.33, -0.24, 1.00], [-2.40, 1.82, -3.18], [-0.07, 0.39, 0.48], [0.68, -0.35, 0.16], [0.25, -0.33, 0.29], [-0.53, 0.38, -0.34]]
}